Entry 1:
A single C4H8N4 molecule in a non-equilibrium geometry, computed with ωB97M-V/def2-TZVPD.

**Highest occupied orbital energy**: -8.01 eV
**Maximum force**: 3.451 eV/A
**Orbital gap**: 8.613 eV
**Calculated total energy**: -10234.2544 eV

Last column: Mulliken charge in e.
Geometry (Å):
C  1.7048  -1.1317  0.0915  -0.351
C  1.9065  0.1583  -0.2511  -0.129
N  0.9415  1.1950  -0.2506  -0.175
N  -0.2138  1.2082  0.5583  -0.419
C  -1.4453  0.6926  -0.1558  -0.533
C  -1.6738  -0.8096  -0.0825  -0.347
N  -0.4040  -1.2512  -0.5363  -0.071
N  0.3622  -1.4704  0.4790  -0.465
H  2.5490  -1.7750  0.2694  0.368
H  2.8970  0.4952  -0.5935  0.292
H  1.4512  2.0804  -0.2659  0.244
H  -0.0499  0.7468  1.4781  0.290
H  -1.3257  1.0434  -1.2025  0.326
H  -2.3068  1.1358  0.3816  0.298
H  -1.9603  -1.2104  0.9166  0.387
H  -2.4326  -1.1075  -0.8363  0.286

Entry 2:
A single C4H8N4 molecule in a non-equilibrium geometry, computed with ωB97M-V/def2-TZVPD.

**Highest occupied orbital energy**: -7.20 eV
**Maximum force**: 3.324 eV/A
**Orbital gap**: 8.080 eV
**Calculated total energy**: -10233.7888 eV

Last column: Mulliken charge in e.
Geometry (Å):
C  -0.8249  2.3497  -0.1032  -0.718
C  -1.6460  1.4724  -0.8541  -0.038
C  0.4329  0.5544  0.3908  0.414
C  1.8412  -1.2941  -0.1561  -0.845
N  0.1750  1.7466  0.5635  -0.366
N  -1.3344  0.1980  -0.9438  -0.548
N  0.1939  -1.5747  1.4551  -0.599
N  0.9875  -0.5460  0.7970  0.158
H  -0.7800  3.3673  -0.0717  0.462
H  -2.5084  1.9118  -1.3048  0.401
H  1.4044  -1.1678  -1.1656  0.328
H  2.8828  -0.9882  -0.1531  0.283
H  1.8281  -2.3017  0.2845  0.352
H  -1.9572  -0.3688  -1.6205  0.194
H  -0.4568  -1.1330  2.0045  0.278
H  -0.2380  -2.2258  0.8776  0.246

Entry 3:
A single C4H8N4 molecule in a non-equilibrium geometry, computed with ωB97M-V/def2-TZVPD.

**Highest occupied orbital energy**: -8.53 eV
**Maximum force**: 7.032 eV/A
**Orbital gap**: 9.181 eV
**Calculated total energy**: -10233.9456 eV

Last column: Mulliken charge in e.
Geometry (Å):
C  -0.8675  1.7384  0.5648  -1.115
C  -0.8970  0.5553  -0.4850  0.375
N  -1.9965  -0.3561  -0.2890  -0.443
N  -1.4368  -1.4023  0.1382  -0.303
C  -0.0993  -1.2446  0.2498  -0.463
C  0.2733  -0.0411  -0.1856  0.209
N  1.5678  0.4743  -0.3563  -0.128
N  2.7240  -0.2439  0.1207  -0.624
H  -1.9187  2.0581  0.6560  0.398
H  -0.6620  1.1801  1.6206  0.234
H  -0.1704  2.5369  0.2340  0.355
H  -1.0702  0.8814  -1.5402  0.357
H  0.3079  -2.0502  0.9267  0.358
H  1.6659  1.5528  -0.5950  0.236
H  2.5278  -0.5777  1.1214  0.286
H  2.8528  -0.9332  -0.5828  0.268

Entry 4:
A molecular structure, C4H8N4 in a non-equilibrium geometry, computed with ωB97M-V/def2-TZVPD.

**Highest occupied orbital energy**: -8.11 eV
**Maximum force**: 5.296 eV/A
**Orbital gap**: 8.820 eV
**Calculated total energy**: -10231.5190 eV

Last column: Mulliken charge in e.
Geometry (Å):
C  -2.5193  0.0316  -0.1553  -0.991
C  -0.3451  -0.6546  0.0418  0.568
C  0.8003  -1.4953  0.2181  -0.548
C  1.8822  -0.7981  0.0078  -0.057
H  -2.9916  0.4695  0.9547  0.232
H  -3.3749  -0.5176  -0.5566  0.358
H  -2.4726  0.5974  -1.0872  0.385
H  0.6831  -2.4856  0.8473  0.245
H  2.9160  -1.1480  0.3720  0.310
H  2.0234  0.8423  -1.3627  0.285
H  -0.9074  2.0416  0.1727  0.285
H  0.6992  2.1948  1.5233  0.259
N  -1.5010  -1.0076  0.0531  -0.510
N  1.6713  0.4809  -0.3652  -0.510
N  0.3017  0.6371  -0.2267  0.218
N  0.1731  2.1044  0.3191  -0.529

Entry 5:
A single C4H8N4 molecule in a non-equilibrium geometry, computed with ωB97M-V/def2-TZVPD.

**Highest occupied orbital energy**: -8.32 eV
**Maximum force**: 2.299 eV/A
**Orbital gap**: 9.128 eV
**Calculated total energy**: -10235.7409 eV

Last column: Mulliken charge in e.
Geometry (Å):
H  2.7663  0.4625  -0.5369  0.231
N  2.4181  -0.4610  -0.3232  -0.756
C  1.1758  -0.5792  -0.1772  0.627
C  0.5019  -1.8354  0.1616  -0.486
C  -0.7998  -1.5586  0.3751  -0.312
N  -1.0579  -0.1796  0.3074  0.055
N  -2.1594  0.0458  -0.4698  -0.690
N  0.1792  0.3965  -0.1609  0.043
C  0.4853  1.7183  0.4174  -0.944
H  0.9583  -2.8289  0.1967  0.395
H  -1.6869  -2.2073  0.5565  0.365
H  -2.4848  1.0209  -0.3079  0.255
H  -1.9522  -0.1559  -1.4848  0.258
H  0.5819  1.6925  1.5196  0.290
H  1.3802  2.0624  -0.0824  0.373
H  -0.3059  2.4070  0.0087  0.297

Entry 6:
A single C4H8N4O molecule in a non-equilibrium geometry, computed with ωB97M-V/def2-TZVPD.

**Highest occupied orbital energy**: -8.99 eV
**Maximum force**: 3.174 eV/A
**Orbital gap**: 9.742 eV
**Calculated total energy**: -12282.8385 eV

Last column: Mulliken charge in e.
Geometry (Å):
C  2.1555  0.0772  -0.8817  -0.894
C  0.9853  -0.2298  -0.3859  -0.285
N  0.2269  -0.8316  0.7960  -0.173
N  -0.0569  -2.1866  0.9386  -0.666
C  -0.4478  -0.0491  -0.2420  1.258
N  -1.3334  -0.6796  -1.1602  -0.637
C  -0.7663  1.4191  0.1886  0.352
N  -0.0936  1.8720  1.2665  -0.370
O  -1.6773  1.9973  -0.3612  -0.646
H  3.0081  -0.5721  -0.7608  0.274
H  2.3097  0.9671  -1.4727  0.271
H  -0.6957  -2.3016  1.7192  0.252
H  -0.4746  -2.5866  0.0975  0.262
H  -0.9873  -0.6314  -2.1113  0.236
H  -2.2287  -0.1996  -1.1230  0.276
H  0.5172  1.2412  1.7595  0.238
H  -0.4413  2.6940  1.7328  0.251

Entry 7:
A single C4H8N4O molecule in a non-equilibrium geometry, computed with ωB97M-V/def2-TZVPD.

**Highest occupied orbital energy**: -8.21 eV
**Maximum force**: 4.369 eV/A
**Orbital gap**: 9.079 eV
**Calculated total energy**: -12281.4254 eV

Last column: Mulliken charge in e.
Geometry (Å):
C  -0.9907  1.8398  -0.1886  -0.865
N  -0.9842  0.3802  -0.1504  0.430
N  -2.1187  -0.0692  0.4346  -0.858
C  -2.1848  -1.3502  0.1963  0.046
O  -1.2506  -1.9817  -0.4312  -0.310
N  0.1768  -1.5874  -0.1041  -0.393
C  0.2126  -0.3067  -0.1912  0.632
C  1.6947  0.2435  0.0419  -0.479
N  2.6778  -0.7624  0.1983  -0.667
H  -0.2020  2.0945  -0.8721  0.388
H  -0.9372  2.1411  0.9398  0.296
H  -1.9897  2.2891  -0.5988  0.224
H  -3.0320  -1.9995  0.5040  0.362
H  1.9570  0.7549  -0.9560  0.296
H  1.6958  1.1099  0.7507  0.337
H  2.8756  -1.4827  -0.5309  0.276
H  2.3998  -1.3132  0.9577  0.284

Entry 8:
2 unconnected molecules or ions with the total composition C4H8N4O in a non-equilibrium geometry, computed with ωB97M-V/def2-TZVPD.

**Multiplicity**: 3
**Highest occupied orbital energy (alpha / beta)**: -4.89 / -8.29 eV
**Maximum force**: 6.401 eV/A
**Orbital gap (alpha / beta)**: 5.728 / 5.085 eV
**Calculated total energy**: -12277.0482 eV

Last column: Mulliken charge in e.
Geometry (Å):
C  1.8823  0.0708  0.6832  -0.368
C  0.9831  -0.8494  1.1531  -0.092
C  -1.7631  -1.9774  -0.9766  -0.835
C  -1.0032  -1.8489  0.0988  0.145
N  1.5333  0.3808  -0.5867  -0.819
N  0.4886  -0.2937  -0.9088  -0.445
N  0.1303  -1.0465  0.1181  0.608
N  -0.0713  2.5936  -0.2323  -0.168
O  -0.8766  1.7933  0.5145  -0.618
H  2.7292  0.5222  1.1570  0.439
H  0.8803  -1.3453  2.0943  0.393
H  -2.6433  -2.5928  -0.9673  0.270
H  -1.5195  -1.4533  -1.8838  0.307
H  0.7248  2.0152  -0.6231  0.337
H  -1.2066  -2.3443  1.0364  0.249
H  -0.5974  3.0153  -1.0185  0.298
H  0.3292  3.3606  0.3418  0.299

Entry 9:
A gas-phase ion, C4H8N4O3P (charge +1) in a non-equilibrium geometry, computed with ωB97M-V/def2-TZVPD.

**Highest occupied orbital energy**: -14.23 eV
**Total charge**: +1
**Maximum force**: 7.585 eV/A
**Orbital gap**: 8.627 eV
**Calculated total energy**: -25659.7673 eV

Last column: Mulliken charge in e.
Geometry (Å):
C  2.3820  -1.6580  -0.0103  -0.859
C  2.4766  -0.3738  -0.5620  -0.114
C  2.3157  0.9639  0.3122  -0.325
C  0.7451  1.2476  0.3236  0.192
N  0.0441  2.4868  0.3654  -0.230
N  -1.2678  2.2150  0.3165  -0.278
N  -1.3812  0.8837  0.2625  0.577
P  -2.8578  -0.1233  0.1501  0.836
O  -3.9654  0.5488  0.9435  -0.539
O  -3.2881  -0.2486  -1.4890  -0.449
O  -2.5849  -1.6477  0.8479  -0.443
N  -0.2174  0.1974  0.2769  -0.128
H  2.0321  -2.4786  -0.7018  0.353
H  2.5951  -1.8301  1.0823  0.302
H  2.6301  -0.1961  -1.6710  0.305
H  2.7292  0.8286  1.3622  0.323
H  2.8562  1.8399  -0.1748  0.314
H  -2.7496  0.4119  -1.9769  0.367
H  -2.3949  -2.2451  0.0853  0.361
H  -0.0992  -0.8222  0.2572  0.434

Entry 10:
A single C4H8N4OS molecule in a non-equilibrium geometry, computed with ωB97M-V/def2-TZVPD.

**Highest occupied orbital energy**: -8.10 eV
**Maximum force**: 2.578 eV/A
**Orbital gap**: 8.087 eV
**Calculated total energy**: -23116.2367 eV

Last column: Mulliken charge in e.
Geometry (Å):
C  1.4455  -0.5952  0.5133  0.911
C  2.8319  -1.1481  0.3610  -1.315
C  -2.6144  1.6325  0.4057  -0.776
C  0.9761  0.3042  -0.6363  -0.598
N  -1.9482  -1.2905  -0.9849  -0.333
N  -0.9740  -0.6790  -1.4423  -0.170
N  -2.2756  -1.0693  0.2568  -0.171
N  -0.4526  0.3340  -0.7787  0.134
O  0.7432  -0.8241  1.4626  -0.524
S  -1.5768  0.2050  0.9525  0.286
H  2.9587  -1.5876  -0.6260  0.352
H  3.5537  -0.3389  0.4652  0.319
H  3.0115  -1.8967  1.1286  0.347
H  -2.5609  2.3835  1.1868  0.306
H  -3.6338  1.2794  0.2873  0.314
H  -2.2337  2.0221  -0.5321  0.289
H  1.4084  -0.0525  -1.5737  0.355
H  1.3412  1.3212  -0.4458  0.275

- The lowest maximum force belongs to which entry?
  number 5